No. 1
DFT (ωB97M-V/def2-TZVPD) results for a structure of composition C46H57CaN4O7Sb2.

```
! wB97M-V def2-TZVPD RIJCOSX def2/J DEFGRID3
* xyz -1 1
Ca 0.494 0.408 0.450
C -0.649 3.668 -3.156
C 0.053 3.760 -1.823
C 1.454 3.735 -1.798
C 2.201 3.628 -3.108
C 2.134 3.869 -0.586
C 3.640 3.781 -0.516
C 1.412 4.093 0.593
C 2.154 4.382 1.873
C 0.015 4.057 0.578
C -0.770 4.173 1.860
C -0.669 3.903 -0.635
C -2.178 3.932 -0.634
H -0.658 4.635 -3.669
H -1.680 3.347 -3.046
H -0.156 2.954 -3.816
H 2.194 2.609 -3.505
H 3.238 3.940 -3.009
H 1.743 4.265 -3.865
H 4.109 4.769 -0.552
H 4.051 3.188 -1.328
H 3.952 3.300 0.410
H 2.368 3.463 2.423
H 1.575 5.035 2.523
H 3.099 4.884 1.673
H -1.182 5.178 1.995
H -0.158 3.942 2.726
H -1.603 3.471 1.860
H -2.582 2.933 -0.442
H -2.581 4.293 -1.578
H -2.554 4.590 0.147
O -3.222 0.031 1.845
C -2.102 0.523 1.779
O -1.495 0.794 0.680
C -1.380 0.827 3.103
C -2.148 0.657 4.227
C -1.636 0.901 5.501
C -0.337 1.310 5.670
C 0.470 1.468 4.560
C 0.006 1.244 3.217
O 0.762 1.406 2.213
N 1.855 1.826 4.839
O 2.149 2.093 5.997
O 2.672 1.801 3.940
N -2.472 0.703 6.668
O -3.613 0.312 6.497
O -1.984 0.907 7.768
H -3.167 0.319 4.102
H 0.063 1.485 6.657
C -4.072 1.077 -2.691
Sb -2.103 0.206 -2.809
C -2.104 0.264 -4.974
C -2.836 -1.875 -2.592
C -2.770 -2.601 -3.886
C -3.826 -2.496 -4.792
C -3.734 -2.989 -6.083
C -2.557 -3.592 -6.498
C -1.518 -3.744 -5.594
C -1.612 -3.294 -4.277
C -0.518 -3.629 -3.313
Sb 0.695 -2.044 -2.396
C 2.251 -3.442 -1.913
C 1.641 -1.443 -4.231
H -4.745 0.534 -3.353
H -4.034 2.123 -2.994
H -4.432 1.023 -1.665
H -2.972 -0.244 -5.384
H -1.205 -0.208 -5.369
H -2.115 1.308 -5.288
H -3.854 -1.780 -2.215
H -2.220 -2.330 -1.819
H -4.730 -1.987 -4.475
H -4.569 -2.885 -6.764
H -2.454 -3.963 -7.509
H -0.615 -4.260 -5.901
H 0.195 -4.303 -3.791
H -0.932 -4.152 -2.448
H 2.308 -4.207 -2.687
H 2.062 -3.910 -0.949
H 3.191 -2.897 -1.853
H 1.975 -2.331 -4.768
H 2.499 -0.819 -3.989
H 0.949 -0.881 -4.857
C -1.070 -4.161 0.469
C -1.473 -2.800 1.038
C -0.942 -2.613 2.436
C -1.726 -3.008 3.509
C -1.277 -2.864 4.811
C -0.024 -2.326 5.037
C 0.803 -1.928 3.990
C 2.130 -1.304 4.352
C 3.190 -2.346 4.720
C 0.336 -2.083 2.673
N 1.020 -1.535 1.564
C 2.266 -1.762 1.323
C 3.017 -1.066 0.321
C 4.361 -1.269 -0.008
C 4.650 -0.388 -1.050
C 3.463 0.308 -1.299
N 2.468 -0.084 -0.487
H -1.553 -4.348 -0.491
H -1.358 -4.962 1.152
H 0.012 -4.217 0.328
H -2.560 -2.699 1.062
H -1.102 -2.012 0.379
H -2.719 -3.393 3.314
H -1.912 -3.137 5.643
H 0.320 -2.171 6.053
H 1.975 -0.663 5.224
H 2.494 -0.656 3.555
H 2.859 -2.940 5.574
H 4.133 -1.865 4.982
H 3.375 -3.040 3.899
H 2.810 -2.530 1.878
H 5.031 -1.971 0.462
H 5.593 -0.260 -1.557
H 3.289 1.079 -2.035
*
```

Max |F|   2.30 eV/Å
Total energy   -100435.3631 eV
HOMO-LUMO gap   7.7 eV
LUMO   0.0794 Eh

---

No. 2
DFT (ωB97M-V/def2-TZVPD) results for a structure of composition C46H58BN10PtS.

```
! wB97M-V def2-TZVPD RIJCOSX def2/J DEFGRID3
* xyz 3 5
Pt 4.840 -11.530 19.792
C 1.664 -12.775 16.978
C 2.291 -12.478 18.340
N 3.659 -12.420 18.404
N 4.241 -13.173 17.375
C 4.845 -12.594 16.288
N 5.545 -13.503 15.588
S 4.637 -11.019 15.843
C 1.472 -12.356 19.489
C 0.067 -12.590 19.336
C -0.748 -12.810 20.382
C -0.200 -12.830 21.696
C 1.104 -12.506 21.808
N 1.971 -12.234 20.798
H 2.338 -12.488 16.208
H 0.754 -12.201 16.830
H 1.392 -13.829 16.905
H 4.230 -14.177 17.536
H 5.664 -14.444 15.903
H 5.961 -13.276 14.678
H -0.326 -12.635 18.341
H -1.794 -13.017 20.174
H -0.788 -13.023 22.590
H 1.537 -12.527 22.781
N 11.742 -10.675 16.617
C 12.788 -9.779 16.468
C 14.089 -9.934 16.136
C 14.892 -8.759 16.142
C 14.369 -7.488 16.471
C 13.031 -7.322 16.696
C 12.209 -8.516 16.760
N 10.918 -8.662 17.121
C 10.676 -9.982 17.054
C 9.322 -10.459 17.456
C 8.221 -9.638 17.338
C 6.992 -10.084 17.815
N 6.812 -11.270 18.456
C 7.852 -12.100 18.504
C 9.132 -11.730 18.026
H 11.791 -11.683 16.527
H 14.554 -10.887 15.876
H 15.947 -8.875 15.877
H 15.004 -6.607 16.355
H 12.537 -6.390 16.773
H 8.348 -8.690 16.875
H 6.109 -9.451 17.788
H 7.624 -12.982 19.050
H 9.991 -12.409 18.153
N 6.062 -10.525 21.088
H 5.593 -9.768 21.560
H 6.862 -10.105 20.643
H 6.402 -11.145 21.799
C 0.375 -8.398 24.161
C 0.126 -9.520 23.133
C -1.354 -9.974 23.222
C 0.539 -9.062 21.736
C -0.351 -8.198 21.110
C -0.085 -7.669 19.865
C 1.100 -7.948 19.222
C 2.091 -8.700 19.863
C 3.513 -8.706 19.361
C 4.392 -7.814 20.272
C 3.688 -8.268 17.905
C 1.791 -9.264 21.136
N 2.786 -10.107 21.722
B 3.256 -11.547 21.280
N 3.873 -12.102 22.615
C 3.575 -11.151 23.559
C 2.976 -10.029 23.071
C 4.970 -13.010 22.907
C 6.146 -12.489 23.544
C 7.169 -13.388 23.820
C 7.075 -14.708 23.453
C 5.949 -15.215 22.835
C 4.850 -14.396 22.623
C 3.595 -15.229 22.284
C 2.953 -15.106 20.911
C 2.555 -15.180 23.436
C 6.401 -11.044 24.076
C 6.217 -10.953 25.575
C 7.860 -10.570 23.741
H 0.245 -8.754 25.144
H -0.360 -7.603 24.007
H 1.365 -7.933 24.084
H 0.755 -10.368 23.387
H -2.014 -9.134 23.270
H -1.494 -10.585 24.092
H -1.616 -10.593 22.353
H -1.254 -7.989 21.655
H -0.827 -7.062 19.344
H 1.301 -7.492 18.246
H 3.997 -9.753 19.388
H 4.051 -6.767 20.200
H 5.434 -7.804 19.865
H 4.354 -8.087 21.318
H 3.370 -7.243 17.819
H 3.060 -8.873 17.259
H 4.699 -8.307 17.568
H 3.882 -11.299 24.588
H 2.655 -9.208 23.668
H 8.056 -13.063 24.329
H 7.901 -15.340 23.727
H 5.939 -16.283 22.649
H 3.989 -16.250 22.387
H 1.985 -14.622 20.962
H 2.822 -16.107 20.473
H 3.552 -14.461 20.235
H 2.114 -14.213 23.543
H 3.031 -15.423 24.388
H 1.736 -15.890 23.241
H 5.666 -10.350 23.599
H 6.980 -11.499 26.124
H 5.292 -11.357 25.926
H 6.233 -9.893 25.855
H 8.584 -11.038 24.370
H 7.905 -9.493 23.961
H 8.143 -10.697 22.708
*
```

Max |F|   1.86 eV/Å
Total energy   -78278.9170 eV
HOMO-LUMO gap (alpha / beta)   5.1 / 4.0 eV
⟨S²⟩   6.05
LUMO (alpha / beta)   -0.2931 / -0.3951 Eh
Energy above the lowest of the compared OMol25 structures with the same formula, charge and spin   0.000 eV

---

No. 3
DFT (ωB97M-V/def2-TZVPD) results for a cluster of 6 separate species, C46H58F5I2NO4 in total.

```
! wB97M-V def2-TZVPD RIJCOSX def2/J DEFGRID3
* xyz 0 1
C 0.451 4.454 0.259
C -0.547 3.885 1.255
O -0.659 2.465 1.108
C -1.711 2.124 0.252
C -1.732 0.625 -0.102
O -0.432 0.084 -0.089
C -0.327 -1.264 -0.557
C -0.626 -2.200 0.612
C -2.104 -2.350 0.967
N -2.447 -1.721 2.279
C 1.157 -1.553 -0.869
O 1.903 -0.426 -1.261
C 3.256 -0.744 -1.542
C 4.135 0.198 -0.765
I 4.407 -0.507 1.254
C 3.600 1.624 -0.780
C 4.443 2.573 -1.650
O -1.254 -1.600 -1.562
C -0.957 -1.355 -2.931
C -0.769 0.113 -3.365
I 0.654 0.007 -5.027
C -2.062 0.732 -3.880
C -1.907 1.985 -4.744
H 0.959 3.615 -0.180
H -0.044 4.973 -0.546
H 1.197 5.090 0.717
H -0.310 4.137 2.278
H -1.512 4.320 1.026
H -2.687 2.369 0.671
H -1.597 2.671 -0.686
H -2.204 0.557 -1.072
H -2.388 0.138 0.617
H -0.019 -1.932 1.458
H -0.264 -3.173 0.290
H -2.390 -3.385 1.068
H -2.754 -1.881 0.247
H -1.825 -0.935 2.425
H -2.259 -2.374 3.029
H 1.584 -1.908 0.065
H 1.266 -2.377 -1.566
H 3.473 -1.760 -1.224
H 3.467 -0.700 -2.603
H 5.113 0.217 -1.216
H 3.546 1.990 0.231
H 2.595 1.644 -1.158
H 5.479 2.264 -1.614
H 4.347 3.580 -1.271
H 4.075 2.518 -2.660
H -0.144 -1.966 -3.289
H -1.823 -1.708 -3.471
H -0.284 0.738 -2.636
H -2.596 -0.021 -4.442
H -2.687 1.029 -3.044
H -1.845 1.720 -5.787
H -1.079 2.598 -4.422
H -2.813 2.566 -4.627
F 3.259 -7.530 -2.300
C 2.248 -6.644 -2.204
C 1.400 -6.713 -1.117
C 0.363 -5.797 -1.018
C 0.184 -4.837 -2.004
C 1.048 -4.790 -3.090
C 2.094 -5.695 -3.194
H 1.554 -7.473 -0.363
H -0.305 -5.832 -0.168
H -0.628 -4.124 -1.924
H 0.906 -4.041 -3.860
H 2.783 -5.668 -4.026
F 4.099 6.255 -0.188
C 3.802 5.905 1.080
C 2.902 6.671 1.793
C 2.594 6.302 3.095
C 3.191 5.186 3.664
C 4.097 4.433 2.928
C 4.405 4.789 1.624
H 2.453 7.540 1.332
H 1.885 6.887 3.666
H 2.948 4.902 4.679
H 4.561 3.562 3.370
H 5.100 4.209 1.031
F 1.462 -4.357 1.637
C 1.272 -4.767 2.907
C 0.680 -3.909 3.812
C 0.484 -4.343 5.114
C 0.885 -5.615 5.495
C 1.482 -6.459 4.569
C 1.676 -6.037 3.262
H 0.382 -2.917 3.499
H 0.017 -3.684 5.834
H 0.734 -5.948 6.512
H 1.800 -7.450 4.864
H 2.134 -6.681 2.523
F 1.482 5.822 6.878
C 0.173 5.622 6.616
C -0.183 4.981 5.447
C -1.529 4.777 5.180
C -2.494 5.218 6.074
C -2.112 5.862 7.243
C -0.768 6.065 7.522
H 0.585 4.651 4.760
H -1.823 4.272 4.270
H -3.543 5.061 5.860
H -2.862 6.210 7.940
H -0.450 6.560 8.430
F -3.002 -2.117 -5.521
C -4.276 -2.402 -5.867
C -4.506 -3.288 -6.899
C -5.816 -3.578 -7.248
C -6.869 -2.978 -6.572
C -6.612 -2.087 -5.539
C -5.306 -1.796 -5.177
H -3.670 -3.739 -7.417
H -6.014 -4.275 -8.051
H -7.889 -3.205 -6.850
H -7.431 -1.617 -5.013
H -5.084 -1.111 -4.370
*
```

Max |F|   1.74 eV/Å
Total energy   -88109.3804 eV
HOMO-LUMO gap   9.5 eV
LUMO   0.0150 Eh

---

No. 4
DFT (ωB97M-V/def2-TZVPD) results for a structure of composition C46H59FFeGe2N5O3S.

```
! wB97M-V def2-TZVPD RIJCOSX def2/J DEFGRID3
* xyz 1 5
Fe -0.078 1.350 -1.798
C 6.038 -3.835 -1.337
C 4.897 -3.642 -2.334
N 3.826 -2.712 -1.834
C 3.706 -1.492 -2.438
C 2.745 -0.578 -2.131
C 2.612 0.650 -2.955
O 3.589 1.169 -3.536
O 1.415 1.131 -3.007
C 1.770 -0.929 -1.094
O 0.822 -0.266 -0.649
C 1.872 -2.312 -0.608
C 0.989 -2.698 0.404
C 0.926 -4.013 0.758
F -0.007 -4.460 1.663
C 1.791 -4.943 0.174
C 2.788 -4.560 -0.670
C 2.884 -3.212 -1.032
N 1.559 -6.369 0.346
C 1.994 -6.984 1.609
C 2.240 -8.459 1.288
N 0.944 -9.045 0.795
C 0.423 -8.330 -0.424
C 0.308 -6.840 -0.191
H 6.780 -4.397 -1.914
H 5.759 -4.464 -0.418
H 6.553 -2.912 -1.007
H 4.470 -4.636 -2.648
H 5.372 -3.188 -3.245
H 4.453 -1.328 -3.119
H 0.183 -1.991 0.726
H 3.529 -5.241 -1.040
H 1.314 -6.804 2.456
H 2.955 -6.521 1.878
H 2.555 -9.055 2.142
H 2.947 -8.506 0.476
H 0.209 -8.951 1.503
H 1.017 -10.030 0.602
H -0.454 -8.824 -0.795
H 1.199 -8.437 -1.191
H -0.558 -6.646 0.422
H 0.211 -6.387 -1.219
S -2.178 1.355 -2.725
C -0.164 4.267 -1.079
N -1.176 4.782 -0.352
C -1.752 5.912 -1.046
C -1.197 5.722 -2.516
N -0.063 4.895 -2.271
H -1.391 4.551 0.631
H -1.376 6.825 -0.600
H -2.855 5.843 -0.921
H -0.945 6.643 -3.112
H -1.907 5.237 -3.183
H 0.520 4.478 -2.974
C 0.700 3.202 -0.674
Ge 1.467 3.279 1.145
C 2.253 4.999 1.467
C 3.566 5.091 2.005
C 4.055 6.346 2.414
C 3.242 7.455 2.392
C 1.893 7.357 1.985
C 1.451 6.132 1.497
C -0.017 3.069 2.460
C -1.273 2.483 2.118
C -2.308 2.498 3.012
C -2.155 3.057 4.244
C -0.944 3.578 4.643
C 0.133 3.635 3.749
C 2.818 1.819 1.265
C 3.876 1.746 0.395
C 4.793 0.705 0.525
C 4.629 -0.295 1.460
C 3.598 -0.227 2.360
C 2.689 0.797 2.259
H 1.544 3.250 -1.361
H 4.127 4.170 2.075
H 5.062 6.467 2.787
H 3.599 8.436 2.741
H 1.173 8.130 2.045
H 0.406 6.150 1.111
H -1.346 2.004 1.122
H -3.277 2.086 2.771
H -2.960 3.077 4.962
H -0.818 3.990 5.623
H 1.016 4.213 3.938
H 4.024 2.506 -0.412
H 5.564 0.677 -0.241
H 5.352 -1.129 1.456
H 3.409 -0.998 3.110
H 1.848 0.761 2.927
C -7.350 -2.817 -0.529
C -6.554 -1.720 -1.351
C -5.104 -2.149 -1.518
C -4.212 -1.245 -2.346
Ge -3.124 0.041 -1.300
C -4.204 1.009 0.056
C -4.322 2.491 -0.202
C -5.342 2.803 -1.324
C -5.649 4.295 -1.415
H -8.310 -2.454 -0.211
H -6.642 -3.129 0.249
H -7.576 -3.671 -1.200
H -6.579 -0.722 -0.943
H -6.941 -1.590 -2.354
H -5.124 -3.111 -2.084
H -4.703 -2.455 -0.534
H -4.708 -0.575 -3.069
H -3.427 -1.793 -2.873
H -2.002 -0.585 -0.426
H -3.656 0.897 1.012
H -5.186 0.561 0.089
H -3.341 2.907 -0.449
H -4.730 3.022 0.695
H -6.235 2.199 -1.134
H -4.960 2.452 -2.294
H -6.178 4.633 -0.509
H -6.318 4.477 -2.245
H -4.779 4.902 -1.621
*
```

Max |F|   3.09 eV/Å
Total energy   -223219.0813 eV
HOMO-LUMO gap (alpha / beta)   5.7 / 6.0 eV
⟨S²⟩   6.01
LUMO (alpha / beta)   -0.1174 / -0.1174 Eh
Energy above the lowest of the compared OMol25 structures with the same formula, charge and spin   0.000 eV

---

- Which formula does entry 4 have?
  C46H59FFeGe2N5O3S